No. 1
Density functional theory data (ωB97M-V/def2-TZVPD) for a molecular structure, C25H19F5MnN2O9S2.

Each line ends with the Löwdin spin population.
Element x y z (Å)
Mn  0.3192  0.0583  0.6025  0.733
O  -0.2121  -0.0260  2.2862  0.120
C  -0.8488  -0.9889  2.9280  0.001
C  -0.8619  -0.8842  4.3297  0.032
C  -1.5238  -1.8191  5.0879  -0.006
C  -2.1862  -2.8797  4.4686  0.041
C  -2.1689  -2.9995  3.0950  -0.007
C  -1.4991  -2.0674  2.2966  0.035
C  -1.4494  -2.2128  0.8532  0.004
N  -0.8720  -1.3709  0.0085  0.003
C  -0.9560  -1.9045  -1.2510  0.005
C  -1.6182  -3.0854  -1.1718  0.012
N  -1.9249  -3.2651  0.1571  0.009
H  -0.3291  -0.0542  4.7703  0.001
H  -1.5283  -1.7367  6.1661  -0.001
H  -2.7098  -3.6137  5.0652  0.002
H  -2.6905  -3.8324  2.6408  -0.001
H  -0.5595  -1.3895  -2.1051  0.000
H  -1.8966  -3.7998  -1.9240  0.001
H  -2.3875  -4.0628  0.5541  0.000
O  2.6016  -0.5920  2.9876  0.002
S  2.7378  -1.4670  1.8623  0.001
O  3.0371  -2.8480  2.1040  -0.001
O  1.5432  -1.3972  0.9189  0.006
C  4.0447  -0.8390  0.8103  0.000
C  5.2602  -1.4936  0.9242  0.000
C  6.3600  -1.0966  0.1741  0.000
C  6.2466  -0.0374  -0.7052  0.000
C  5.0323  0.6243  -0.8298  0.000
C  3.9342  0.2313  -0.0801  0.000
S  2.4564  1.1798  -0.3635  0.000
O  2.8401  2.3578  -1.0623  -0.001
O  1.8077  1.3676  0.9758  0.009
O  1.4616  0.3008  -1.0602  -0.008
H  5.3307  -2.3324  1.6025  0.000
H  7.2990  -1.6226  0.2814  0.000
H  7.0939  0.2821  -1.2963  0.000
H  4.9326  1.4610  -1.5054  0.000
C  -1.6602  2.1739  -4.4805  0.000
C  -3.0596  1.9355  -3.8906  0.000
C  -2.7291  1.4767  -2.4771  0.000
O  -1.5772  0.6699  -2.6377  0.000
C  -0.7309  1.3607  -3.5558  0.000
H  -1.3995  3.2314  -4.4438  0.000
H  -1.5938  1.8554  -5.5194  0.000
H  -3.5753  1.1353  -4.4232  0.000
H  -3.6884  2.8244  -3.9184  0.000
H  -3.5003  0.8767  -1.9948  0.000
H  -2.4993  2.3376  -1.8324  0.000
H  -0.1342  0.6137  -4.0792  0.000
H  -0.0517  2.0128  -2.9980  0.000
F  -1.7197  6.1439  2.5871  0.000
C  -1.4775  4.9786  1.9865  0.001
C  -0.6569  4.9244  0.8713  0.000
F  -0.1111  6.0421  0.3927  0.000
C  -0.4137  3.7107  0.2536  0.001
F  0.3461  3.6841  -0.8376  0.000
C  -0.9611  2.5190  0.7375  0.003
O  -0.7341  1.3748  0.0835  0.002
C  -1.8160  2.6042  1.8356  -0.001
F  -2.4665  1.5249  2.2818  0.001
C  -2.0625  3.8178  2.4587  0.000
F  -2.8850  3.8677  3.5089  0.000

Computed properties:
DFT total energy (eV): -114217.3648
Charge: 0
HOMO level (alpha / beta) (eV): -8.96 / -8.86
Gap between HOMO and LUMO (alpha / beta) (eV): 6.6 / 5.9
2S+1: 2
Largest force on an atom (eV/A): 0.5
⟨S²⟩: 0.8548

***

No. 2
Density functional theory data (ωB97M-V/def2-TZVPD) for a molecular structure, C25H19F5N2O3STi at a distorted geometry.

Each line ends with the Löwdin spin population.
Element x y z (Å)
Ti  0.0196  -0.5656  1.0489  0.880
C  -0.5617  0.0439  4.1037  0.006
O  -0.8713  0.2013  2.6877  0.013
C  -1.9840  0.9956  2.3355  -0.001
C  -2.9126  1.4353  3.2478  0.001
C  -3.9499  2.2392  2.7827  -0.006
C  -4.0280  2.6035  1.4461  0.001
C  -3.0641  2.1740  0.5453  -0.005
C  -2.0472  1.3578  0.9896  0.002
N  -0.9208  0.9114  0.2207  -0.026
N  -0.5578  1.6044  -0.7808  0.055
C  0.7315  1.4876  -1.2030  0.000
C  1.7830  0.9528  -0.4091  0.024
O  1.5197  0.3228  0.7236  -0.012
C  3.1314  1.1544  -0.7649  -0.002
C  3.4249  1.7847  -1.9298  0.025
C  2.4149  2.2810  -2.8136  0.000
C  2.7616  2.9013  -4.0310  0.005
C  1.7865  3.3809  -4.8634  -0.003
C  0.4353  3.2550  -4.4964  0.005
C  0.0770  2.6492  -3.3179  -0.002
C  1.0650  2.1526  -2.4548  0.005
H  -0.4194  1.0294  4.5319  0.000
H  -1.3727  -0.4877  4.5893  0.000
H  0.3525  -0.5318  4.1394  0.001
H  -2.8462  1.1781  4.2954  0.000
H  -4.6958  2.5888  3.4845  0.000
H  -4.8360  3.2378  1.1060  0.000
H  -3.0866  2.4702  -0.4948  0.000
H  3.8978  0.7797  -0.1007  0.000
H  4.4639  1.9235  -2.2105  0.001
H  3.8092  2.9909  -4.2969  0.000
H  2.0525  3.8533  -5.8000  0.000
H  -0.3354  3.6376  -5.1536  0.000
H  -0.9651  2.5456  -3.0496  0.000
F  4.2342  -3.5954  -2.8224  0.001
C  3.4955  -3.3816  -1.7388  0.002
C  2.3696  -2.5921  -1.8046  0.000
F  2.0040  -2.0248  -2.9545  0.000
C  1.6398  -2.4063  -0.6530  0.005
F  0.5019  -1.6254  -0.7715  0.014
C  1.9566  -2.9086  0.5880  0.006
S  1.0476  -2.5391  2.0694  0.003
C  3.0918  -3.7064  0.6039  0.001
F  3.4969  -4.2612  1.7464  0.000
C  3.8474  -3.9454  -0.5293  0.000
F  4.9323  -4.7106  -0.4620  0.000
C  -3.8379  -2.5858  1.6849  0.000
C  -2.3517  -2.7852  1.5483  0.001
O  -1.7825  -1.7297  0.7036  0.001
H  -4.2386  -3.3119  2.3941  0.000
H  -4.3563  -2.7377  0.7343  0.000
H  -4.0675  -1.5831  2.0512  0.000
H  -2.0883  -3.7373  1.1008  0.000
H  -1.8377  -2.7163  2.4988  0.000
H  -2.3290  -1.6545  -0.0950  0.000

Computed properties:
DFT total energy (eV): -82888.7889
Charge: +1
HOMO level (alpha / beta) (eV): -10.83 / -10.94
Gap between HOMO and LUMO (alpha / beta) (eV): 6.5 / 6.5
2S+1: 2
Largest force on an atom (eV/A): 4.0
⟨S²⟩: 0.7635

***

No. 3
Density functional theory data (ωB97M-V/def2-TZVPD) for a molecular structure, C25H19N4O2Ru at a distorted geometry.

Each line ends with the Löwdin spin population.
Element x y z (Å)
Ru  0.1965  1.4069  -0.2598  0.685
O  -3.6836  2.4845  -0.5539  -0.024
C  -2.4511  2.4080  -0.6540  -0.002
N  -1.6765  1.4328  0.0313  0.008
C  -2.1445  0.5588  0.9489  0.006
C  -3.4446  0.5185  1.4894  0.001
C  -3.7642  -0.4234  2.4406  0.000
C  -2.8208  -1.3474  2.8804  0.001
C  -1.5358  -1.3497  2.3452  0.000
C  -1.1894  -0.4162  1.3968  0.005
N  0.0776  -0.3495  0.7289  0.007
C  1.3272  -0.5980  1.5044  0.028
O  1.3520  -1.4119  2.4283  0.057
C  2.4196  0.1370  0.9723  0.060
C  3.7456  -0.1774  1.3669  0.003
C  4.8051  0.4511  0.7828  0.043
C  4.5528  1.4318  -0.2057  0.008
C  3.2518  1.7280  -0.5297  0.026
N  2.1873  1.1276  0.0140  0.036
C  -1.6186  3.2130  -1.4872  -0.002
C  -2.1562  4.1600  -2.3876  0.000
C  -1.3326  4.8535  -3.2234  -0.007
C  0.0660  4.6430  -3.1240  0.000
C  0.5381  3.7261  -2.2214  -0.003
N  -0.2432  2.9871  -1.4264  0.008
H  -4.1625  1.2524  1.1553  0.000
H  -4.7616  -0.4436  2.8554  0.000
H  -3.0824  -2.0692  3.6376  0.000
H  -0.7999  -2.0668  2.6721  0.000
H  3.8548  -0.9572  2.1036  -0.001
H  5.8210  0.1981  1.0457  0.003
H  5.3610  1.9311  -0.7137  0.000
H  3.0397  2.4767  -1.2854  0.001
H  -3.2294  4.2722  -2.3982  0.000
H  -1.7235  5.5477  -3.9506  0.000
H  0.7528  5.1924  -3.7454  0.000
H  1.6067  3.5671  -2.1208  0.000
C  0.0748  -1.1921  -0.5006  0.027
C  0.0557  -2.6757  -0.2272  0.007
C  -1.1369  -3.3876  -0.2527  0.001
C  -1.1330  -4.7596  -0.0628  0.000
C  0.0577  -5.4268  0.1713  0.000
C  1.2449  -4.7154  0.2330  0.000
C  1.2451  -3.3464  0.0316  0.001
H  -0.8133  -0.9244  -1.1040  0.010
H  0.9909  -0.9643  -1.0777  0.006
H  -2.0684  -2.8702  -0.4386  0.000
H  -2.0625  -5.3090  -0.1009  0.000
H  0.0595  -6.4986  0.3094  0.000
H  2.1743  -5.2283  0.4349  0.000
H  2.1755  -2.7987  0.0700  0.000

Computed properties:
DFT total energy (eV): -38869.6807
Charge: 0
HOMO level (alpha / beta) (eV): -6.17 / -6.50
Gap between HOMO and LUMO (alpha / beta) (eV): 5.2 / 5.7
2S+1: 2
Largest force on an atom (eV/A): 4.8
⟨S²⟩: 0.8616

***

No. 4
Density functional theory data (ωB97M-V/def2-TZVPD) for a molecular structure, C25H19N4O2SbSe4V at a distorted geometry.

Each line ends with the natural charge from an NBO analysis.
Element x y z (Å)
V  -0.0243  0.1897  -0.5074  0.569
C  3.9035  -1.1392  -0.3355  -0.234
C  4.2166  -0.0154  0.4704  -0.147
C  3.3272  0.9924  0.6235  -0.222
C  2.0986  0.9592  -0.0989  0.134
N  1.7996  -0.1764  -0.8319  -0.386
C  2.6953  -1.1971  -0.9422  0.066
C  1.1434  2.0730  -0.2585  0.092
C  1.1120  3.2755  0.5229  -0.206
C  0.2401  4.2505  0.1843  -0.163
C  -0.6466  4.0965  -0.9409  -0.262
C  -0.6215  2.9487  -1.6460  0.048
N  0.2455  1.9209  -1.3151  -0.422
H  4.5989  -1.9578  -0.4508  0.244
H  5.1845  0.0435  0.9543  0.222
H  3.5583  1.8517  1.2377  0.219
H  2.3598  -2.0528  -1.5128  0.270
H  1.7650  3.3806  1.3780  0.226
H  0.2040  5.1610  0.7698  0.220
H  -1.3597  4.8690  -1.1929  0.226
H  -1.2830  2.7498  -2.4733  0.229
O  -1.8209  0.2023  -1.6250  -0.615
C  -2.4400  0.3226  -0.5232  0.779
N  -3.7384  0.0682  -0.3290  -0.596
C  -4.0953  0.3414  1.0586  -0.028
C  -2.6914  0.7023  1.6389  0.698
O  -2.4942  0.9482  2.8018  -0.577
N  -1.7742  0.6898  0.6134  -0.665
C  -4.6788  -0.8824  1.7581  -0.055
C  -5.4431  -0.7197  2.9132  -0.150
C  -6.0911  -1.8076  3.4775  -0.232
C  -5.9821  -3.0673  2.8944  -0.213
C  -5.1651  -3.2468  1.7887  -0.188
C  -4.5048  -2.1564  1.2264  -0.203
C  -5.0529  1.5411  1.0649  -0.019
C  -6.3327  1.3708  0.5340  -0.206
C  -7.1821  2.4537  0.3774  -0.210
C  -6.7649  3.7277  0.7564  -0.219
C  -5.5106  3.8960  1.3216  -0.227
C  -4.6549  2.8058  1.4759  -0.155
H  -4.3665  -0.2415  -1.0482  0.429
H  -5.5267  0.2612  3.3650  0.211
H  -6.6941  -1.6675  4.3664  0.206
H  -6.5182  -3.9104  3.3166  0.209
H  -5.0238  -4.2238  1.3445  0.242
H  -3.8519  -2.3213  0.3761  0.240
H  -6.6629  0.3764  0.2491  0.221
H  -8.1704  2.3080  -0.0420  0.211
H  -7.4166  4.5812  0.6110  0.209
H  -5.1887  4.8787  1.6447  0.208
H  -3.6807  2.9437  1.9300  0.224
Se  1.3018  -4.9162  -2.1527  -0.764
Sb  -0.0775  -4.4390  -0.2172  1.012
Se  -0.4625  -1.8999  -0.2656  -0.003
Se  1.1954  -4.9144  1.8382  -0.738
Se  -2.2217  -5.5583  -0.1915  -0.761

Computed properties:
ΔE to the lowest compared entry with this formula, charge and spin (kcal per mole): 0.0
DFT total energy (eV): -329901.6765
Charge: -1
HOMO level (alpha / beta) (eV): -3.70 / -3.71
Gap between HOMO and LUMO (alpha / beta) (eV): 4.2 / 4.1
Largest force on an atom (eV/A): 3.3

***

| no. | molar mass (g/mol) |
| --- | --- |
| 1 | 705.49 |
| 2 | 570.36 |
| 3 | 508.52 |
| 4 | 896.00 |